{"formula": "C4H2ORu", "method": "ωB97M-V/def2-TZVPD", "total_charge": 1, "spin_multiplicity": 6, "homo_energy_ev": [-13.46, -14.45], "gap_ev": [8.2, 7.4], "e_lumo_ev": [-5.31, -7.05], "species": ["Ru", "O", "C", "C", "C", "C", "H", "H"], "positions_angstrom": [[3.173610, 0.289468, -0.119941], [1.087211, -1.701008, 0.278750], [1.257312, -0.465950, 0.079056], [-1.089043, 0.278943, 0.531839], [-2.136968, -0.009121, -0.045807], [0.238384, 0.500269, 0.005302], [-3.042158, -0.416621, -0.461567], [0.511652, 1.524019, -0.267633]], "atomic_forces_ev_per_a": [[0.2, -0.4, 0.0], [1.3, 3.7, -0.5], [-1.1, -3.9, 0.3], [0.5, -0.3, -3.1], [0.2, -0.2, 1.2], [-0.9, 1.2, 1.9], [0.1, 0.3, 0.2], [-0.2, -0.3, 0.0]]}

---

{"formula": "C37H43BrN4O2Ru", "method": "ωB97M-V/def2-TZVPD", "total_charge": 2, "spin_multiplicity": 5, "homo_energy_ev": [-13.19, -13.91], "gap_ev": [6.5, 4.1], "e_lumo_ev": [-6.73, -9.77], "species": ["Ru", "Br", "O", "O", "N", "N", "N", "N", "C", "C", "C", "C", "C", "C", "C", "C", "C", "C", "C", "C", "C", "C", "C", "C", "C", "C", "C", "C", "C", "C", "C", "C", "C", "C", "C", "C", "C", "C", "C", "C", "C", "C", "C", "C", "C", "H", "H", "H", "H", "H", "H", "H", "H", "H", "H", "H", "H", "H", "H", "H", "H", "H", "H", "H", "H", "H", "H", "H", "H", "H", "H", "H", "H", "H", "H", "H", "H", "H", "H", "H", "H", "H", "H", "H", "H", "H", "H", "H"], "positions_angstrom": [[0.191990, -0.260589, -0.011166], [-1.032739, 0.533681, -1.862853], [1.376321, -3.478321, 1.516273], [-0.771111, 2.820860, 3.283294], [-0.519631, 2.208949, 1.050866], [-0.095623, -2.273648, 0.170816], [0.112616, -0.234318, 2.113746], [3.081463, -0.374856, 0.630726], [2.734535, 0.293916, 3.003599], [-0.286493, -3.562857, -1.870000], [2.091267, -3.383877, -2.573876], [-1.552499, -5.612652, -1.729980], [-3.393639, 2.214955, 1.809465], [4.945914, 0.105449, -0.768022], [2.174065, -0.143909, -0.351760], [2.672405, 0.231945, -1.600030], [-2.361504, -3.702569, 1.436276], [-0.442711, 2.062275, 2.395817], [0.439795, 0.885540, 2.700029], [1.705531, 1.062563, 3.375448], [-1.548379, -3.815310, 2.730768], [-4.508459, 1.426138, 1.112822], [0.606735, 3.713737, -1.038084], [-1.369001, 3.048149, 0.440535], [-1.653782, 4.801652, -1.197094], [-1.643586, -4.123863, 0.171273], [4.411338, -0.268768, 0.444126], [-3.926442, 2.948833, 3.035798], [1.107937, -1.094514, 1.721429], [-2.751070, 3.168187, 0.834342], [0.266873, -2.367945, -4.005871], [-2.023620, -5.287272, -0.456359], [2.554255, -0.781758, 1.966928], [-0.717956, -4.744605, -2.431785], [0.719457, -2.702221, -2.585790], [-2.972099, 4.956623, -0.769712], [-3.513372, 4.131669, 0.214599], [4.035425, 0.357996, -1.797935], [-3.028359, -2.333047, 1.312475], [0.772970, -2.476290, 1.249992], [1.415658, 4.812534, -0.343004], [-0.687378, -3.288795, -0.515864], [0.809096, 3.757182, -2.551686], [-0.843568, 3.834729, -0.647829], [6.425506, 0.236789, -0.949877], [5.025690, -0.501893, 1.302792], [1.802348, 1.883536, 4.068306], [-0.731206, -1.935888, -4.019521], [4.403590, 0.648286, -2.772168], [3.719878, 0.438522, 3.422280], [2.428082, -3.590890, -1.558357], [-3.131222, 3.473645, 3.563309], [2.066294, -4.328118, -3.116241], [-0.819234, -4.620111, 2.698679], [-1.025212, -2.887083, 2.959476], [2.825642, -2.743768, -3.060524], [-4.687188, 3.673241, 2.748894], [1.326310, 4.748370, 0.740829], [0.953978, -1.650517, -4.450159], [0.522817, 4.719949, -2.967606], [-4.390777, 2.239326, 3.717788], [1.069855, 5.799968, -0.648633], [-2.743749, -5.939352, 0.017047], [2.467542, 4.730286, -0.608386], [-0.381113, -5.026639, -3.417856], [-4.553213, 4.248440, 0.482250], [0.965786, 2.746792, -0.659847], [-1.269883, 5.460101, -1.961994], [6.771397, 1.193625, -0.559272], [-4.892976, 0.658941, 1.782081], [-1.868096, -6.536609, -2.191970], [0.822261, -1.756018, -2.029598], [1.981503, 0.429597, -2.409081], [-2.228799, -4.003650, 3.558304], [0.230545, 2.989222, -3.062632], [-5.341730, 2.074681, 0.849110], [6.690471, 0.189871, -2.002859], [-3.644713, -2.164789, 2.194206], [-3.178125, -4.428027, 1.513069], [6.959263, -0.552825, -0.425817], [3.084454, -1.700109, 2.255292], [1.861054, 3.611020, -2.787073], [-3.590678, 5.717531, -1.224275], [-4.155457, 0.945777, 0.200569], [-2.645143, 1.487237, 2.136534], [-3.675360, -2.277363, 0.438948], [-2.300982, -1.516108, 1.264671], [0.267968, -3.250531, -4.643392]], "atomic_forces_ev_per_a": [[0.1, -0.9, 1.1], [-0.5, 0.0, -0.9], [-0.1, -0.3, 0.3], [-0.2, 0.2, -0.2], [0.0, -0.3, -0.8], [0.9, 2.9, 1.1], [0.2, -0.8, -0.1], [0.1, 0.0, -0.1], [0.0, 0.0, 0.0], [1.0, 2.4, 2.8], [0.0, -0.3, 0.1], [0.0, 0.0, -0.3], [0.1, -0.2, 0.0], [-0.1, 0.0, 0.0], [-0.3, 0.1, -0.2], [0.0, 0.0, 0.1], [-0.2, -0.4, -0.3], [0.6, -0.1, 0.9], [0.0, 0.3, 0.3], [-0.2, 0.0, -0.3], [0.2, 0.0, 0.2], [0.0, 0.0, 0.0], [0.0, -0.2, -0.1], [0.0, 0.0, 0.2], [0.2, -0.2, 0.0], [1.6, 3.7, 0.4], [0.0, 0.0, 0.0], [0.0, 0.1, 0.1], [-0.3, 0.1, 0.3], [-0.1, 0.1, 0.0], [-0.1, -0.1, -0.1], [-0.4, -2.2, -2.1], [0.0, -0.2, 0.1], [-1.6, -2.7, -0.4], [-0.3, 0.5, 0.3], [0.0, 0.0, 0.0], [0.1, -0.1, 0.1], [0.0, 0.0, 0.1], [0.1, 0.3, -0.1], [0.2, 0.0, -1.0], [0.0, 0.0, 0.0], [-0.7, -1.7, -0.9], [0.0, 0.0, 0.1], [-0.1, 0.2, -0.1], [0.0, 0.0, 0.0], [0.0, 0.0, 0.0], [0.0, 0.0, 0.1], [0.0, 0.1, 0.0], [0.0, 0.0, -0.1], [0.1, 0.0, 0.1], [0.0, 0.0, 0.1], [0.0, 0.0, 0.0], [0.0, -0.1, -0.1], [0.0, -0.1, 0.0], [0.0, 0.0, -0.1], [0.0, 0.1, -0.1], [-0.1, 0.0, 0.0], [0.0, 0.0, 0.1], [0.0, 0.0, 0.0], [0.0, 0.1, 0.0], [0.0, 0.0, 0.1], [0.0, 0.0, 0.0], [0.0, -0.1, 0.1], [0.1, 0.0, 0.0], [0.0, 0.0, -0.1], [-0.1, 0.0, 0.0], [-0.1, 0.2, -0.1], [0.0, 0.0, 0.0], [0.0, 0.0, 0.0], [0.0, -0.1, 0.1], [0.0, 0.0, 0.0], [-0.2, -0.5, -0.3], [0.0, 0.0, 0.1], [-0.1, 0.0, 0.0], [0.0, 0.0, 0.0], [-0.1, 0.0, 0.0], [0.0, 0.0, 0.0], [0.0, 0.0, 0.0], [0.1, 0.0, 0.1], [0.0, 0.0, 0.0], [-0.1, 0.2, -0.1], [0.1, 0.0, 0.0], [0.0, 0.0, 0.0], [0.0, 0.0, -0.1], [-0.1, 0.1, 0.0], [0.0, 0.0, -0.1], [-0.1, -0.1, 0.0], [0.0, -0.1, -0.1]]}

---

{"formula": "C18H16ClIN2Tc", "method": "ωB97M-V/def2-TZVPD", "total_charge": 2, "spin_multiplicity": 4, "homo_energy_ev": [-13.57, -14.88], "gap_ev": [6.2, 5.9], "e_lumo_ev": [-7.37, -9.02], "species": ["I", "Tc", "Cl", "N", "N", "C", "C", "C", "C", "C", "C", "C", "C", "C", "C", "C", "C", "C", "C", "C", "C", "C", "C", "H", "H", "H", "H", "H", "H", "H", "H", "H", "H", "H", "H", "H", "H", "H", "H"], "positions_angstrom": [[-11.371122, -7.048425, -3.089019], [-11.767572, -8.066908, -5.655458], [-6.873254, -4.985232, -2.196962], [-12.029892, -10.009082, -5.719367], [-12.504582, -8.080184, -7.545089], [-12.626494, -10.382301, -6.916662], [-14.009955, -8.434887, -9.820320], [-13.185027, -7.196502, -4.932211], [-8.978709, -7.298815, -5.414415], [-12.878294, -11.757547, -7.093256], [-8.171314, -5.181994, -4.533465], [-9.002515, -5.877311, -5.363588], [-12.986267, -9.342001, -7.846044], [-13.746454, -9.515774, -9.014599], [-11.582031, -10.895531, -4.812988], [-12.895437, -7.017529, -8.277747], [-9.815702, -7.973628, -6.352837], [-7.466226, -7.255661, -3.503619], [-7.438269, -5.865288, -3.521514], [-8.274801, -7.934960, -4.383965], [-12.409773, -12.683016, -6.157648], [-13.583998, -7.126673, -9.455852], [-11.722255, -12.262742, -4.976097], [-8.340287, -9.022449, -4.302605], [-9.685011, -9.059974, -6.480430], [-11.084664, -10.421670, -3.963006], [-12.481588, -6.075019, -7.921362], [-13.796993, -6.255231, -10.080684], [-6.922364, -7.789967, -2.732367], [-13.448945, -6.207490, -5.329891], [-12.494901, -13.740339, -6.373951], [-14.565481, -8.592247, -10.753655], [-9.744025, -5.354601, -5.978009], [-14.052540, -7.689889, -4.518596], [-13.351908, -12.107640, -8.028080], [-10.008925, -7.447246, -7.296366], [-8.100980, -4.080208, -4.547745], [-14.137977, -10.518364, -9.281314], [-11.302619, -12.971591, -4.254894]], "atomic_forces_ev_per_a": [[-1.2, -0.1, -0.4], [2.3, 0.5, 0.0], [0.4, -0.1, -0.2], [-0.7, -0.2, -1.9], [-1.8, -2.1, -0.3], [0.2, -2.5, 2.0], [-0.1, 1.2, -0.6], [-3.3, 1.6, 1.8], [-1.2, 0.3, -0.3], [0.3, 0.5, -0.6], [0.0, 0.9, 0.2], [0.2, 0.9, -0.4], [-0.1, 1.9, -1.4], [0.2, -1.2, 0.7], [0.1, 0.0, 0.2], [1.3, 0.2, 0.1], [2.9, -0.4, -0.7], [-0.3, -1.1, 0.2], [-0.8, 0.7, -0.4], [1.2, -1.2, 0.6], [0.8, 0.4, 0.8], [-0.6, -1.2, -0.5], [-0.7, 0.0, -1.3], [0.1, 0.3, -0.1], [0.4, 0.4, -0.1], [-0.2, -0.4, -0.1], [-0.3, 0.0, -0.1], [0.0, -0.4, 0.3], [-0.1, 0.0, -0.1], [0.3, 0.2, 0.5], [-0.2, 0.0, 0.1], [0.2, 0.2, 0.5], [0.6, 0.0, -0.1], [-0.2, 0.1, 0.8], [0.3, 0.2, 0.8], [0.2, 0.0, 0.2], [-0.3, -0.7, 0.0], [0.3, 0.9, 0.2], [-0.3, 0.3, -0.3]]}

---

no.,strongest force on any atom (eV/A)
1,4.12
2,4.02
3,4.08